Model i:
Here is C37H36GaN7O3S as an isolated structure from the Open Molecules 2025 dataset. Energies are from the ωB97M-V functional and the def2-TZVPD basis.

* highest occupied orbital energy: -7.01 eV
* Kohn-Sham gap: 6.74 eV
* total charge: 0
* 2S+1: 1

Atoms and positions in Å:
1 Ga -1.18792 -0.04628 -0.18117
2 C -4.52090 -2.79393 -2.31262
3 O -4.79044 -2.62396 -0.92567
4 C -3.82949 -3.16417 -0.10411
5 C -4.15348 -4.24131 0.68695
6 C -3.22098 -4.79725 1.56828
7 C -1.95859 -4.25978 1.62621
8 C -1.61409 -3.13999 0.85414
9 C -0.24828 -2.67928 0.86544
10 N 0.10993 -1.54144 0.39818
11 N 1.46408 -1.33304 0.21604
12 C 1.62225 -0.33186 -0.59654
13 O 0.64670 0.39460 -1.05954
14 C 3.01296 -0.02898 -1.03423
15 C 4.10189 -0.59158 -0.37199
16 C 5.39239 -0.32341 -0.79639
17 C 5.61517 0.50221 -1.89078
18 C 4.53544 1.04849 -2.56819
19 C 3.24301 0.78104 -2.14029
20 C -2.55579 -2.55263 -0.02230
21 O -2.30909 -1.50126 -0.76886
22 H -5.34640 -2.32876 -2.84790
23 H -4.48165 -3.85763 -2.56609
24 H -3.58174 -2.31485 -2.59259
25 H -5.15674 -4.64199 0.61062
26 H -3.49081 -5.64501 2.18253
27 H -1.20839 -4.69014 2.27985
28 H 0.53544 -3.35293 1.21169
29 H 3.91730 -1.23905 0.47319
30 H 6.23130 -0.76194 -0.27091
31 H 6.62538 0.70821 -2.22053
32 H 4.70044 1.67185 -3.43844
33 H 2.39797 1.17157 -2.68898
34 S -2.27714 0.16337 1.90564
35 C -1.19374 0.59277 3.19213
36 N -1.63533 0.63015 4.38907
37 N -0.69893 0.95960 5.38486
38 C 0.26465 0.00139 5.75639
39 C 1.01360 0.25735 6.90674
40 C 1.99989 -0.62095 7.31654
41 C 2.26566 -1.77393 6.58794
42 C 1.51478 -2.03348 5.45193
43 C 0.51961 -1.16085 5.03331
44 N 0.19858 0.90246 3.00664
45 N 0.50808 1.46321 1.95826
46 C 1.90884 1.78754 1.94109
47 C 2.28912 2.95759 1.30540
48 C 3.62615 3.33079 1.29072
49 C 4.57521 2.52209 1.89681
50 C 4.18546 1.34512 2.52569
51 C 2.85327 0.97292 2.55379
52 H -1.23594 1.24605 6.18983
53 H 0.82282 1.16457 7.46893
54 H 2.57014 -0.39911 8.21001
55 H 3.04040 -2.45903 6.90530
56 H 1.69638 -2.93437 4.87814
57 H -0.06640 -1.39756 4.15529
58 H 1.52784 3.58944 0.86579
59 H 3.92579 4.25630 0.81479
60 H 5.61886 2.80773 1.88189
61 H 4.92729 0.71052 2.99333
62 H 2.53072 0.06151 3.03818
63 C 1.45860 4.12171 -2.03251
64 N 0.07137 3.65352 -2.27304
65 C 0.02129 2.56062 -3.29183
66 C -0.59406 3.25319 -0.96024
67 C -1.98033 2.75960 -1.22590
68 C -2.92641 3.70068 -1.63789
69 C -4.19940 3.30099 -2.00129
70 C -4.51935 1.95182 -1.92910
71 C -3.58422 1.02837 -1.48482
72 C -2.27893 1.39709 -1.12377
73 H 1.89680 4.45506 -2.97051
74 H 2.03127 3.29160 -1.62414
75 H 1.43516 4.94078 -1.31711
76 H -0.48078 4.42672 -2.64385
77 H 0.40251 1.65405 -2.82700
78 H 0.61791 2.86594 -4.14873
79 H -1.01418 2.40597 -3.57914
80 H -0.57145 4.15356 -0.34285
81 H 0.03777 2.48397 -0.52553
82 H -2.67176 4.75902 -1.65109
83 H -4.93603 4.02915 -2.31528
84 H -5.51419 1.61840 -2.19813
85 H -3.87567 -0.01100 -1.40130

***

Model ii:
Here is C37H36GaN7O3S as an isolated structure from the Open Molecules 2025 dataset. Energies are from the ωB97M-V functional and the def2-TZVPD basis.

* highest occupied orbital energy: -7.42 eV
* Kohn-Sham gap: 7.25 eV
* total charge: 0
* 2S+1: 1

Atoms and positions in Å:
1 Ga -1.04771 1.57635 0.46965
2 C -4.23211 5.23631 0.66897
3 O -4.77547 4.02219 1.16885
4 C -4.88292 3.03961 0.21437
5 C -6.13019 2.65869 -0.22238
6 C -6.28747 1.64213 -1.16989
7 C -5.16888 1.03052 -1.67958
8 C -3.88628 1.38689 -1.23346
9 C -2.74786 0.75620 -1.84696
10 N -1.55109 0.85008 -1.39321
11 N -0.54918 0.26218 -2.14553
12 C 0.59125 0.45619 -1.55744
13 O 0.74218 1.09137 -0.43123
14 C 1.80269 -0.08271 -2.23208
15 C 1.71315 -1.22298 -3.02621
16 C 2.84802 -1.74283 -3.62875
17 C 4.07902 -1.12114 -3.45787
18 C 4.16996 0.02506 -2.68097
19 C 3.03608 0.53809 -2.06679
20 C -3.71558 2.39073 -0.25443
21 O -2.54478 2.76368 0.20485
22 H -4.13555 5.90970 1.51855
23 H -4.90492 5.68226 -0.07024
24 H -3.25333 5.07351 0.21368
25 H -6.98932 3.16835 0.19627
26 H -7.27554 1.35290 -1.49965
27 H -5.25959 0.25275 -2.42900
28 H -2.89634 0.18520 -2.76318
29 H 0.75234 -1.70518 -3.14335
30 H 2.76999 -2.63799 -4.23266
31 H 4.96349 -1.52479 -3.93426
32 H 5.12362 0.52414 -2.56131
33 H 3.09787 1.44069 -1.47405
34 S -1.88864 -0.17865 1.78279
35 C -1.59269 -1.70631 0.99603
36 N -2.52973 -2.51873 0.72043
37 N -2.08405 -3.79060 0.24534
38 C -1.86464 -3.92057 -1.14125
39 C -1.74068 -5.21044 -1.66627
40 C -1.50575 -5.39747 -3.01533
41 C -1.38390 -4.30625 -3.87027
42 C -1.49921 -3.02898 -3.34626
43 C -1.73336 -2.83036 -1.99154
44 N -0.21983 -2.01228 0.69377
45 N 0.42017 -2.38626 1.67844
46 C 1.78758 -2.71566 1.39228
47 C 2.55398 -3.07343 2.49271
48 C 3.89934 -3.37696 2.32820
49 C 4.46857 -3.31792 1.06307
50 C 3.68913 -2.97533 -0.03908
51 C 2.34535 -2.68276 0.11914
52 H -2.77985 -4.45616 0.55067
53 H -1.82478 -6.06288 -1.00162
54 H -1.41527 -6.40413 -3.40405
55 H -1.20366 -4.45436 -4.92686
56 H -1.40696 -2.16192 -3.99030
57 H -1.81350 -1.82822 -1.60214
58 H 2.07658 -3.10972 3.46425
59 H 4.49893 -3.66378 3.18249
60 H 5.51660 -3.55487 0.93021
61 H 4.12791 -2.94027 -1.02849
62 H 1.72327 -2.43002 -0.72732
63 C 3.65598 0.24201 1.49837
64 N 2.93447 1.39983 2.09100
65 C 2.96223 2.57538 1.17092
66 C 1.52140 0.98995 2.49906
67 C 0.71985 2.20666 2.84805
68 C 1.05038 2.87398 4.02691
69 C 0.43655 4.07215 4.35143
70 C -0.52434 4.58514 3.49224
71 C -0.87523 3.89349 2.33990
72 C -0.26207 2.69055 1.97330
73 H 4.68579 0.52741 1.29452
74 H 3.15001 -0.01973 0.57230
75 H 3.62146 -0.59816 2.18794
76 H 3.40706 1.67843 2.94955
77 H 2.29297 2.35630 0.34292
78 H 3.98742 2.71044 0.83192
79 H 2.61531 3.45359 1.70595
80 H 1.64846 0.30131 3.33591
81 H 1.11470 0.44876 1.65109
82 H 1.78134 2.44425 4.70871
83 H 0.68998 4.58756 5.26886
84 H -1.02317 5.51536 3.73506
85 H -1.66696 4.28251 1.71435

***

The structure with the greatest stability is model ii.

***

Model i:
Here is a single C2H5NO2S molecule from the Open Molecules 2025 dataset. Energies are from the ωB97M-V functional and the def2-TZVPD basis.

* highest occupied orbital energy: -10.70 eV
* SMILES: C/C=N/[SH](=O)=O
* Kohn-Sham gap: 10.64 eV
* total charge: 0
* 2S+1: 1

Atoms and positions in Å:
1 C -0.47575 1.88493 -0.02510
2 C -0.32893 0.44352 0.18078
3 N 0.71559 -0.22983 -0.10845
4 S 0.73307 -1.87787 -0.05125
5 O 0.75835 -2.50230 -1.34922
6 O -0.24583 -2.31284 0.91061
7 H 0.32808 2.50929 0.15116
8 H -1.42297 2.26980 0.56591
9 H -0.77735 2.09042 -1.16217
10 H -1.19787 -0.03680 0.44119
11 H 1.91362 -2.23832 0.44654

***

Model ii:
Here is a single C2H5NO2S molecule from the Open Molecules 2025 dataset. Energies are from the ωB97M-V functional and the def2-TZVPD basis.

* highest occupied orbital energy: -9.24 eV
* Kohn-Sham gap: 10.18 eV
* total charge: 0
* 2S+1: 1

Atoms and positions in Å:
1 C -1.41875 -0.53815 -0.84955
2 C 0.95990 0.97208 0.86535
3 N -0.91963 -0.76436 0.28093
4 O -0.59707 0.19403 -1.65351
5 O 1.46343 -0.93968 -0.78492
6 S 0.97254 0.40024 -0.92290
7 H -2.21832 -0.92342 -1.38975
8 H 1.96829 0.58552 1.08140
9 H 0.21781 0.41018 1.45878
10 H 0.90621 2.13316 1.06220
11 H -1.33443 -1.52960 0.85199

***

The structure with the greatest stability is model i.

***

Model i:
Here is a single C3H4ClNO molecule from the Open Molecules 2025 dataset. Energies are from the ωB97M-V functional and the def2-TZVPD basis.

* highest occupied orbital energy: -8.68 eV
* SMILES: N/C=C(\Cl)C=O
* Kohn-Sham gap: 9.25 eV
* total charge: 0
* 2S+1: 1

Atoms and positions in Å:
1 N 0.58317 1.56573 -0.82890
2 C 0.28266 0.59205 0.04469
3 C -0.31863 -0.59295 -0.17949
4 Cl -0.78432 -1.15594 -1.68913
5 C -0.52828 -1.44036 0.98769
6 O -1.19865 -2.44114 0.96968
7 H 0.48265 1.41672 -1.82291
8 H 1.03649 2.36434 -0.53019
9 H 0.57226 0.79697 1.08382
10 H -0.12734 -1.10542 1.96475

***

Model ii:
Here is a single C3H4ClNO molecule from the Open Molecules 2025 dataset. Energies are from the ωB97M-V functional and the def2-TZVPD basis.

* highest occupied orbital energy: -9.27 eV
* SMILES: O=CN/C=C\Cl
* Kohn-Sham gap: 9.98 eV
* total charge: 0
* 2S+1: 1

Atoms and positions in Å:
1 O -1.29672 -1.28062 0.66590
2 C -1.66810 -0.53251 -0.20079
3 N -1.27461 0.78714 -0.44027
4 C -0.15018 1.44306 0.18266
5 C 1.03804 0.90009 0.36022
6 Cl 1.58988 -0.61477 -0.24323
7 H -2.42961 -0.82402 -0.96075
8 H -2.00725 1.39332 -0.83212
9 H -0.39054 2.37846 0.66236
10 H 1.77694 1.37445 0.96759

***

The structure with the greatest stability is model i.

***

Model i:
Here is an isolated ion of composition C2H7N4O and charge +1 from the Open Molecules 2025 dataset. Energies are from the ωB97M-V functional and the def2-TZVPD basis.

* highest occupied orbital energy: -14.78 eV
* SMILES: [H]/N=C(/N)[N@+]1(C)NO1
* Kohn-Sham gap: 11.12 eV
* total charge: +1
* 2S+1: 1

Atoms and positions in Å:
1 H -1.97061 0.55242 1.58838
2 N -1.25853 1.14784 1.17025
3 C -0.20927 0.80086 0.66324
4 N 0.69206 1.68395 0.25409
5 N 0.28244 -0.60196 0.29312
6 C -0.18022 -0.99239 -0.99507
7 N 0.65103 -1.60904 1.23938
8 O 1.60878 -0.87001 0.56378
9 H 0.66843 2.58856 0.68752
10 H 1.61613 1.34281 -0.05808
11 H 0.29025 -0.21065 -1.65563
12 H -0.25111 -2.05083 -1.11049
13 H -1.27895 -0.81852 -1.22533
14 H 0.54095 -1.34230 2.19284

***

Model ii:
Here is an isolated ion of composition C2H7N4O and charge +1 from the Open Molecules 2025 dataset. Energies are from the ωB97M-V functional and the def2-TZVPD basis.

* highest occupied orbital energy: -14.43 eV
* SMILES: C[N@@H+]([O-])NN=C=[NH2+]
* Kohn-Sham gap: 10.74 eV
* total charge: +1
* 2S+1: 1

Atoms and positions in Å:
1 C 0.99960 1.15469 0.74141
2 N 0.97310 -0.20028 0.22733
3 O 0.12926 -1.06976 0.59332
4 N 0.27226 0.34222 -1.28046
5 N -0.83833 -0.32128 -1.54126
6 C -1.61051 -0.96286 -0.87436
7 N -2.59072 -1.66205 -0.45097
8 H 1.37912 1.24422 1.87424
9 H 1.36339 1.82852 -0.10665
10 H -0.09176 1.41372 0.75188
11 H 1.88407 -0.58076 0.00668
12 H 0.90520 0.33397 -2.15093
13 H -3.48422 -1.36284 -0.05438
14 H -2.42334 -2.73795 -0.53447

***

The structure with the greatest stability is model ii.